{
  "formula": "C48H65F10GeKN5OSi3",
  "method": "wB97M-V/def2-TZVPD",
  "species": ["K", "C", "N", "C", "C", "N", "C", "C", "F", "C", "F", "C", "F", "C", "F", "C", "F", "C", "C", "N", "C", "C", "F", "C", "F", "C", "F", "C", "F", "C", "F", "H", "H", "H", "H", "H", "H", "H", "H", "H", "H", "H", "N", "C", "C", "C", "C", "N", "H", "H", "H", "H", "H", "H", "H", "H", "H", "H", "H", "H", "C", "O", "Si", "C", "C", "C", "Si", "C", "C", "C", "Si", "C", "C", "C", "H", "H", "H", "H", "H", "H", "H", "H", "H", "H", "H", "H", "H", "H", "H", "H", "H", "H", "H", "H", "H", "H", "H", "H", "H", "H", "H", "C", "Ge", "C", "C", "C", "C", "C", "C", "C", "C", "C", "C", "C", "C", "C", "C", "C", "C", "H", "H", "H", "H", "H", "H", "H", "H", "H", "H", "H", "H", "H", "H", "H"],
  "coordinates": [[0.104, -0.696, -0.566], [1.452, -3.375, 0.836], [1.873, -2.598, -0.322], [2.259, -3.437, -1.455], [1.738, -2.905, -2.785], [2.269, -1.584, -2.999], [1.974, -0.923, -4.099], [1.103, -1.253, -5.182], [0.404, -2.421, -5.167], [0.865, -0.424, -6.259], [-0.005, -0.815, -7.214], [1.485, 0.804, -6.385], [1.240, 1.620, -7.443], [2.366, 1.173, -5.377], [2.999, 2.366, -5.463], [2.600, 0.350, -4.308], [3.486, 0.778, -3.376], [2.784, -1.467, -0.071], [3.343, -1.274, 1.332], [2.339, -0.712, 2.218], [2.709, -0.487, 3.472], [4.005, -0.566, 4.065], [5.086, -0.921, 3.321], [4.269, -0.254, 5.384], [5.534, -0.341, 5.839], [3.275, 0.163, 6.246], [3.539, 0.469, 7.537], [1.993, 0.264, 5.729], [0.995, 0.693, 6.525], [1.737, -0.040, 4.416], [0.471, 0.136, 3.984], [2.229, -4.063, 1.210], [0.584, -3.973, 0.563], [1.186, -2.705, 1.652], [1.856, -4.440, -1.287], [3.355, -3.527, -1.512], [0.637, -2.924, -2.752], [2.027, -3.626, -3.568], [2.269, -0.518, -0.276], [3.586, -1.513, -0.807], [4.205, -0.601, 1.217], [3.758, -2.220, 1.712], [-0.676, 0.829, -2.937], [-0.939, 1.880, -3.913], [-1.956, 2.914, -3.422], [-1.488, 3.672, -2.165], [-2.144, 3.277, -0.844], [-1.774, 1.938, -0.371], [-0.409, 1.288, -2.071], [-1.540, 0.326, -2.754], [-1.275, 1.418, -4.844], [0.009, 2.379, -4.134], [-2.909, 2.409, -3.222], [-2.156, 3.624, -4.232], [-1.670, 4.742, -2.300], [-0.406, 3.566, -2.052], [-3.235, 3.391, -0.934], [-1.813, 3.990, -0.085], [-1.992, 1.837, 0.615], [-2.340, 1.230, -0.829], [-2.550, -0.176, 2.549], [-2.434, -0.763, 1.275], [-3.245, -2.205, 0.882], [-2.371, -3.546, 1.898], [-4.928, -2.101, 1.763], [-3.256, -2.404, -0.894], [-3.135, -4.077, -1.592], [-4.541, -5.236, -1.029], [-3.195, -4.121, -3.488], [-1.564, -5.056, -1.211], [-4.327, -1.287, -1.843], [-3.625, -0.758, -3.534], [-4.764, 0.375, -1.023], [-6.057, -1.996, -2.221], [-3.567, 0.195, 2.726], [-1.856, 0.665, 2.616], [-2.290, -0.872, 3.353], [-2.841, -3.639, 2.882], [-1.319, -3.298, 2.058], [-2.415, -4.528, 1.425], [-4.820, -1.883, 2.830], [-5.394, -3.088, 1.678], [-5.622, -1.378, 1.335], [-5.513, -4.754, -1.163], [-4.439, -5.477, 0.034], [-4.543, -6.178, -1.588], [-4.039, -3.578, -3.918], [-2.279, -3.700, -3.911], [-3.263, -5.162, -3.819], [-1.374, -5.162, -0.143], [-0.693, -4.574, -1.657], [-1.642, -6.062, -1.636], [-3.221, 0.258, -3.480], [-4.398, -0.746, -4.309], [-2.824, -1.418, -3.870], [-3.891, 0.998, -0.815], [-5.298, 0.260, -0.080], [-5.414, 0.931, -1.707], [-6.006, -2.892, -2.845], [-6.690, -1.263, -2.733], [-6.549, -2.278, -1.285], [-0.293, 3.197, 2.685], [1.175, 2.190, 1.803], [1.538, 3.202, 0.135], [1.268, 4.572, 0.118], [1.554, 5.350, -0.997], [2.114, 4.766, -2.125], [2.381, 3.404, -2.133], [2.093, 2.633, -1.012], [2.878, 2.350, 2.800], [3.999, 2.142, 2.032], [5.299, 2.176, 2.573], [5.481, 2.432, 3.900], [4.365, 2.648, 4.742], [4.540, 2.887, 6.129], [3.470, 3.055, 6.956], [2.163, 2.975, 6.430], [1.967, 2.747, 5.099], [3.054, 2.593, 4.198], [0.109, 4.097, 3.154], [-0.795, 2.599, 3.445], [-1.025, 3.492, 1.933], [0.835, 5.051, 0.990], [1.337, 6.412, -0.983], [2.334, 5.366, -3.000], [2.810, 2.935, -3.008], [2.321, 1.571, -1.053], [3.895, 1.935, 0.972], [6.149, 1.988, 1.928], [6.474, 2.452, 4.334], [5.551, 2.913, 6.522], [3.617, 3.220, 8.017], [1.309, 3.062, 7.091], [0.960, 2.641, 4.725]],
  "mulliken_charge": [1.062, -0.844, 0.976, -1.813, -0.215, -0.255, -0.126, 0.704, -0.478, 0.048, -0.410, 0.780, -0.408, 0.107, -0.442, 0.385, -0.531, 0.159, -2.027, 0.470, -0.077, 0.216, -0.497, 0.242, -0.461, 0.843, -0.449, -0.051, -0.456, 0.306, -0.262, 0.309, 0.094, 0.000, 0.618, 0.369, -0.081, 0.426, -0.951, 0.473, 0.688, 0.420, 1.340, -0.727, -0.687, 0.536, -0.773, 0.499, -0.871, -0.703, 0.519, 0.130, 0.246, 0.385, 0.560, -0.866, 0.482, 0.499, 0.003, -0.808, -0.705, 0.116, 0.015, -1.277, -1.393, 1.765, 0.130, -1.160, -1.073, -0.573, 0.103, -0.651, -1.203, -1.190, 0.317, -0.188, 0.332, 0.420, 0.130, 0.318, 0.412, 0.277, 0.301, 0.300, 0.299, 0.337, 0.265, 0.105, 0.402, 0.321, -0.221, 0.390, -0.351, 0.558, 0.237, 0.486, 0.346, 0.289, 0.293, 0.333, 0.284, -1.994, 0.656, 0.213, -0.464, -0.818, -0.643, -1.344, 0.581, -0.518, 0.304, -1.293, -0.456, 0.779, -0.747, -0.846, -0.572, -0.681, 1.271, 0.669, 0.562, 0.341, 0.323, 0.374, 0.365, 0.461, 0.615, 0.294, 0.374, 0.330, 0.325, 0.384, 0.403, 0.224],
  "homo_energy_ev": [-1.81, -1.81],
  "orbital_gap_ev": [5.49, 5.29],
  "lumo_energy_ha": [0.135, 0.128],
  "multiplicity": 2,
  "total_charge": -2
}